One molecule with the formula C9H13BrO. Source: OMol25; level of theory: ωB97M-V/def2-TZVPD.

XYZ file:
```
24
Properties=species:S:1:pos:R:3:lowdin_charge:R:1
C 1.8260 -1.2512 -0.4136 -0.066
C 0.4757 -1.6789 -0.8169 -0.027
C 1.9369 -0.4827 0.6787 -0.049
C -0.6270 -0.9727 -0.4391 -0.267
C 0.7774 0.1310 1.3783 -0.336
C -0.3023 0.3083 0.3247 -0.594
C -2.0615 -1.3554 -0.8020 -0.110
C 1.0024 1.4581 2.0414 -0.055
C -0.6114 1.5669 -1.6766 -0.146
O 0.0323 1.4037 -0.5046 -0.182
Br -2.1199 0.9111 1.2231 0.711
H 2.6347 -1.7704 -0.9285 0.105
H 0.2715 -2.6629 -1.1470 0.100
H 2.9487 -0.3806 1.2124 0.145
H 0.3561 -0.5629 2.0897 0.150
H -2.6046 -1.1019 0.0791 -0.036
H -2.1197 -2.4233 -1.1441 0.091
H -2.6536 -0.8743 -1.6460 0.101
H 1.8797 1.9379 1.6976 0.083
H 1.2162 1.2085 2.9796 0.045
H 0.1997 2.1035 1.8686 0.034
H -0.1372 2.3829 -2.3171 0.124
H -1.7163 1.5435 -1.4657 0.072
H -0.6035 0.5620 -2.2718 0.107
```

The gap between HOMO and LUMO comes out at 9.1 eV. As for the lowest unoccupied orbital energy: 0.4 eV. As for the total energy: -81631.158 eV. For the largest force on an atom, the calculation gives 4.39 eV/Å. The value obtained for the HOMO energy is -0.3203 Eh. As for the structure (SMILES): CO[C@@]1(Br)C(C)=CC=C[C@H]1C.

=====

One molecule with the formula CF2O3S. Source: OMol25; level of theory: ωB97M-V/def2-TZVPD.

XYZ file:
```
7
Properties=species:S:1:pos:R:3:lowdin_charge:R:1
C -0.6892 0.2266 -0.8514 -0.418
O -1.7526 0.6891 -0.8661 0.236
O 1.5643 0.8384 0.4996 -0.198
O 0.8064 -1.5349 0.5687 -0.238
F 0.0166 -0.4356 -1.8267 0.071
F -0.5225 0.3191 1.9475 -0.279
S 0.5770 -0.1028 0.5285 0.827
```

The gap between HOMO and LUMO comes out at 11.9 eV. As for the lowest unoccupied orbital energy: -0.8 eV. As for the total energy: -23447.498 eV. For the largest force on an atom, the calculation gives 7.29 eV/Å. The value obtained for the HOMO energy is -0.4689 Eh. As for the structure (SMILES): O=C(F)S(=O)(=O)F.

=====

C20H22BrFInN2O7 as an isolated structure. Source: OMol25; level of theory: ωB97M-V/def2-TZVPD.

XYZ file:
```
54
Properties=species:S:1:pos:R:3:lowdin_charge:R:1
C 6.2081 -3.1900 -0.5815 -0.014
C 6.6369 -1.7605 -0.8984 -0.549
O 7.2546 -1.5846 -1.9151 0.103
O 6.3357 -0.6957 -0.0906 0.001
C 4.9815 -0.2530 -0.3195 -0.193
C 4.6457 0.9206 0.6158 -0.135
C 3.1072 1.0740 0.9197 -0.191
C 2.5731 2.4628 0.4471 -0.180
C 1.1049 2.7749 0.9363 -0.187
C -0.0290 2.4722 -0.0806 -0.185
C -1.4309 2.7426 0.5414 -0.095
C -2.2050 1.5284 1.2172 -0.058
C -2.3964 0.3481 0.3634 0.053
C -1.4050 -0.7940 0.2538 -0.191
O -0.3172 -0.7330 1.0015 0.005
N -0.5822 -1.0024 2.4828 0.167
O -1.1771 -1.9452 2.6449 0.266
C -1.5836 -1.8750 -0.5771 0.013
C -2.7526 -1.9731 -1.3588 -0.497
Br -3.1239 -3.3936 -2.4574 1.182
C -3.7415 -0.8719 -1.2469 0.039
C -3.5598 0.2184 -0.4152 0.010
C -4.8311 1.1214 -0.5619 -0.285
O -4.9829 2.2848 -0.4701 0.276
N -5.8177 0.1170 -0.9269 0.078
C -6.3600 -0.6044 0.2453 0.011
C -6.4559 -2.1248 0.0690 -0.429
O -5.9864 -2.8269 0.9091 0.193
F -7.0387 -2.6851 -0.9900 0.169
C -5.1366 -0.6631 -1.9223 -0.342
O -5.5256 -0.9983 -2.9830 0.262
H 5.5028 -3.4771 -1.3905 -0.159
H 7.0491 -3.8916 -0.6273 0.125
H 5.6732 -3.2997 0.3741 0.112
H 4.8236 0.0761 -1.3699 0.133
H 4.2977 -1.1235 -0.1837 0.118
H 5.1035 1.8603 0.2876 0.128
H 5.1024 0.6590 1.5857 0.128
H 2.8953 0.8887 1.9815 0.111
H 2.5681 0.3139 0.3156 0.090
H 3.2564 3.2584 0.7615 0.119
H 2.5261 2.3870 -0.6545 0.116
H 0.9309 2.2800 1.9063 0.110
H 1.1216 3.8652 1.1001 0.123
H 0.0844 3.2178 -0.8878 0.132
H 0.0925 1.4928 -0.5773 0.103
H -1.3757 3.5273 1.3098 0.141
H -2.0764 3.1447 -0.2581 0.126
H -1.6032 1.2047 2.0907 0.138
H -3.2137 1.8184 1.5566 0.152
H -0.8233 -2.6554 -0.6049 0.152
H -5.7417 -0.4072 1.1391 0.151
H -7.3773 -0.2424 0.4906 0.173
In 4.7750 -2.9879 -3.1969 1.183
```

The gap between HOMO and LUMO comes out at 3.2 eV. As for the lowest unoccupied orbital energy: -14.5 eV. As for the total energy: -116305.447 eV. As for the net charge: +3. For the largest force on an atom, the calculation gives 3.71 eV/Å. The value obtained for the HOMO energy is -0.6506 Eh.

=====

One molecule with the formula C5H8N2. Source: OMol25; level of theory: ωB97M-V/def2-TZVPD.

XYZ file:
```
15
Properties=species:S:1:pos:R:3:lowdin_charge:R:1
C -2.6264 -0.2122 -0.1937 -0.037
N -1.1725 0.3005 -0.0684 -0.029
C -0.5569 -0.1517 1.0187 -0.302
N 0.7326 -0.0471 1.1249 0.048
C 1.3044 0.3936 -0.0480 -0.351
C 2.7725 -0.0753 -0.1665 -0.038
C 0.2806 0.8673 -0.8094 0.104
H -2.7914 -0.8545 -1.0641 0.070
H -2.8917 -0.8531 0.6757 0.077
H -3.4057 0.5612 -0.2073 0.069
H -1.0796 -0.6852 1.7940 0.115
H 3.3344 0.1539 0.7481 0.072
H 2.7488 -1.1780 -0.2049 0.080
H 3.3653 0.2491 -1.0245 0.064
H -0.0145 1.5316 -1.5745 0.060
```

The gap between HOMO and LUMO comes out at 9.4 eV. As for the lowest unoccupied orbital energy: 0.8 eV. As for the total energy: -8292.129 eV. For the largest force on an atom, the calculation gives 3.02 eV/Å. The value obtained for the HOMO energy is -0.3152 Eh. As for the structure (SMILES): Cc1cn(C)cn1.

=====

One molecule with the formula C6H10N2. Source: OMol25; level of theory: ωB97M-V/def2-TZVPD.

XYZ file:
```
18
Properties=species:S:1:pos:R:3:lowdin_charge:R:1
C -0.9572 1.4953 -0.5742 -0.020
C -0.8998 0.0589 -0.0672 -0.474
C -2.3062 -0.5324 0.1072 -0.041
C 0.1462 -0.9994 -0.3822 -0.125
C 1.9189 0.3027 0.0254 -0.257
C 0.0604 -0.2887 0.9810 -0.248
H -1.4333 2.1292 0.2014 0.101
H -1.4903 1.4659 -1.4842 0.061
H 0.0736 1.7842 -0.8096 0.069
H -2.9752 0.1812 0.6330 0.090
H -2.1681 -1.4742 0.6822 0.085
H -2.7523 -0.7355 -0.8683 0.079
H -0.2391 -1.9945 -0.6244 0.143
H 1.9919 -1.0833 -1.4526 0.097
H 2.8429 0.8261 -0.1513 0.125
H -0.3655 -0.8038 1.8633 0.144
N 1.4488 -0.5654 -0.8651 0.085
N 1.2287 0.4920 1.0752 0.087
```

The gap between HOMO and LUMO comes out at 9.3 eV. As for the lowest unoccupied orbital energy: 0.9 eV. As for the total energy: -9362.962 eV. For the largest force on an atom, the calculation gives 3.22 eV/Å. The value obtained for the HOMO energy is -0.3080 Eh. As for the structure (SMILES): CC1(C)[C@@H]2N=CN[C@@H]21.

=====

A 5-piece molecular cluster, C2H13NO4 overall. Source: OMol25; level of theory: ωB97M-V/def2-TZVPD.

XYZ file:
```
20
Properties=species:S:1:pos:R:3:lowdin_charge:R:1
C 2.4808 -2.2996 1.0847 -0.044
C 1.1732 -2.0356 0.6901 -0.293
N 0.6321 -0.7818 0.4039 0.037
H 3.3479 -1.5175 1.0054 0.073
H 2.7540 -3.2873 1.5707 0.047
H 0.4823 -2.7807 0.2775 0.103
H -0.2972 -0.8367 0.4375 0.002
H 1.0299 -0.0768 1.0382 0.110
H 0.8407 -0.4792 -3.5370 0.092
H 0.9612 0.1387 -2.1486 -0.036
O 0.6294 0.3142 -2.9730 -0.038
H -1.6232 0.2420 2.3462 0.013
H -1.3424 -1.1422 3.0619 0.045
O -1.5887 -0.1966 3.2456 -0.106
H -0.7616 1.7654 -0.0357 0.022
H -2.1297 1.3549 -0.0034 0.040
O -1.4634 1.6449 0.6197 -0.051
H -1.2412 2.9505 -3.1764 0.079
H -0.2023 2.0440 -2.5468 0.000
O -1.0983 2.3761 -2.3630 -0.096
```

The gap between HOMO and LUMO comes out at 9.0 eV. As for the lowest unoccupied orbital energy: 0.5 eV. As for the total energy: -11963.452 eV. For the largest force on an atom, the calculation gives 5.38 eV/Å. The value obtained for the HOMO energy is -0.3140 Eh. As for the structure (SMILES): C=CN.O.O.O.O.